# C34H101N19O13

13 unconnected molecules or ions with the total composition C34H101N19O13 in a non-equilibrium geometry (ωB97M-V with the def2-TZVPD basis set, the Open Molecules 2025 dataset).

Computed properties:
**LUMO energy**: 0.24 eV
**F_max**: 0.0471 Eh/bohr

The geometry in XYZ format:
```
167
Properties=species:S:1:pos:R:3:forces:R:3
H -2.140746 1.145870 0.221854 -0.267 0.167 -0.149
H 6.216375 3.212422 1.443781 -0.058 0.041 0.095
H 0.064033 -2.660226 -2.881976 0.084 0.249 -0.212
H 3.895420 2.219976 -4.214363 -0.003 -0.082 -0.167
H 1.609013 -2.481686 3.192774 0.423 0.216 -0.464
H -0.845749 -6.934358 2.458429 0.257 0.198 0.439
H -1.325357 -1.011929 4.378947 0.090 0.039 0.023
H -2.441803 -1.295510 -0.164011 -0.058 0.048 -0.077
O 1.308803 -0.553345 6.244728 0.185 0.399 -0.092
H -1.473010 4.401928 2.501555 -0.176 -0.522 -0.137
H 3.134461 -6.970781 -0.181703 0.079 0.002 -0.214
H 3.958896 -4.957832 -1.238339 -0.078 0.086 -0.320
N -2.014646 2.189806 -5.631342 -0.903 -0.074 0.089
C 1.373974 1.581631 5.026215 -0.350 1.119 -0.547
H 1.324974 -4.128807 3.327569 0.725 -0.485 -0.358
H 0.913672 2.203859 -1.661243 0.206 0.036 0.052
C -4.108267 4.423707 0.523573 -0.876 0.739 -0.381
H -2.671214 7.034707 -2.675575 -0.668 0.638 0.111
C -0.547368 -2.006237 -2.256189 -0.495 -0.234 0.290
H -1.654028 -3.318157 1.571111 0.086 0.592 0.125
H 5.178036 -1.025265 2.643137 -0.490 0.133 0.137
C -1.028248 -5.940198 2.049636 -0.478 0.199 0.249
H 2.761023 2.050602 3.528495 0.089 -0.048 0.282
C 1.606162 -3.386726 2.579073 0.220 -0.032 0.635
C -1.325041 1.726629 -4.551486 0.388 0.957 -0.244
H -5.877536 5.073306 -1.724523 0.737 -0.328 -0.393
H 1.258538 2.143188 3.016121 -0.252 -0.190 0.251
O -0.550171 5.076488 -3.935102 -0.168 0.849 1.168
H 3.638680 0.216949 0.512653 0.054 0.001 0.501
H -0.831257 -5.164624 -0.071130 -0.125 0.723 -0.750
H 1.956399 2.039118 5.831427 0.037 -0.481 0.268
H 2.618429 -0.129961 4.694485 0.158 0.132 0.216
O 2.850890 -3.617982 1.996954 0.326 0.266 0.671
H 1.729496 0.640523 -3.940357 -0.099 0.036 -0.230
N -1.487750 1.531993 -0.456694 -0.377 -0.820 0.140
C -0.734533 6.408769 -4.375344 1.072 0.732 -1.532
O 5.979796 -2.920892 0.286772 0.237 0.222 -0.251
H -3.475928 5.441068 -5.596082 -0.166 0.234 -0.022
C -3.830743 -0.671399 1.283348 1.244 0.028 -0.815
C 3.300943 0.099646 -2.801419 -1.001 -0.988 -0.021
H -0.444474 -2.493845 4.703805 0.522 0.082 -0.377
N 2.072077 3.737009 -3.755633 -0.166 0.753 0.146
C -5.982427 4.137509 -1.167184 -0.870 1.593 1.601
O -3.432401 0.486679 1.425811 0.043 -0.607 0.633
H 1.450868 -6.864564 0.175704 -0.188 0.013 -0.225
O -2.134685 -2.666995 3.563950 0.016 0.682 -0.415
H -3.053972 -3.971847 2.442491 0.130 -0.429 -0.170
N 3.866781 -1.018456 -2.264398 0.793 0.747 0.203
H 2.602863 -2.158757 5.790025 0.019 0.203 -0.180
H -1.602668 2.536113 -0.439241 0.225 0.085 0.303
C -0.960769 -1.934780 3.927067 -1.507 -0.155 -0.256
H -0.769107 -0.022482 1.641812 0.272 -0.535 -0.435
C -1.491534 -5.693114 -0.741817 0.435 0.388 -0.977
C -2.641867 -4.822900 -1.228475 -0.133 -0.355 0.990
C -4.748571 3.519341 -0.518899 0.447 -0.938 -2.017
O 4.627373 1.523094 2.452616 0.107 -0.603 0.113
H -2.910486 5.420977 2.523435 -0.145 -0.040 -0.054
H -0.385127 1.414229 6.122538 -0.419 0.242 -0.012
N -4.797363 -1.221594 2.039085 -0.261 0.396 0.195
C -2.016355 -3.648232 2.553615 0.356 -0.674 0.610
C -0.149199 1.078779 -0.119686 0.712 0.989 -0.084
H -2.966046 2.019235 -3.233555 -0.043 0.021 -0.175
C 1.658134 -0.966916 1.039213 -0.639 -0.513 -2.125
H -4.322787 1.731826 0.443371 -0.477 0.766 0.162
N 7.141329 -1.169678 1.224533 -0.088 0.072 0.115
H -4.372099 -5.112882 -2.291821 -0.162 0.087 0.308
H -6.647754 3.474697 -1.712838 0.346 -0.324 -0.016
N 5.647525 2.691151 0.807592 -0.580 -0.771 -0.703
H -4.859227 4.740934 1.261363 0.090 -0.489 0.427
H 0.864207 -2.551333 5.885015 0.116 -0.111 0.034
H -3.037275 -4.437256 -0.278815 -0.196 0.400 -0.168
H -1.940750 5.156988 -5.835116 -0.101 -0.090 -0.469
C -2.171539 6.779264 -4.710406 -1.984 -0.706 -0.400
H -4.157998 7.119439 -3.739529 0.184 0.333 -0.102
H 4.187552 -2.252091 1.826456 0.130 -0.136 0.436
H -3.273459 -6.222130 -2.527637 -0.036 -0.270 0.178
O 1.888056 3.878591 -6.019742 0.500 0.380 -0.008
H -0.025968 3.055598 5.576108 -0.461 0.119 -0.318
H 2.360584 3.138567 -2.998701 0.089 -0.105 -0.124
H -0.879946 3.906300 -2.377513 -0.059 0.097 0.350
H 2.694411 -1.263601 1.180823 -0.300 0.140 0.662
N -2.617816 5.918955 -5.850726 0.684 -0.429 0.408
C 2.451693 -4.965569 0.056149 0.977 0.153 0.607
H -1.424133 5.561568 -2.108622 0.245 0.141 0.273
O -0.135645 1.432530 -4.592157 -0.056 -0.467 0.023
H -5.233469 -2.085196 1.780880 -0.113 -0.040 0.261
H -1.887239 -3.959865 -3.088825 0.232 -0.085 0.070
N 1.824530 2.299629 3.837463 0.636 -0.026 -0.426
H -1.748798 5.502034 1.160407 0.038 0.391 0.307
C -0.612308 4.960385 -2.506557 -0.699 -1.384 -0.502
H 0.072007 -1.401553 -1.601172 0.181 -0.169 -0.096
H -6.553671 4.531065 -0.311885 -0.460 -0.418 -0.085
H 2.646498 -5.697349 2.109630 0.371 -0.004 0.245
H 4.171786 1.237558 -0.656518 0.322 0.203 -0.178
H -1.860916 -6.482420 -0.099921 -0.190 -0.430 -0.790
H 1.788327 2.066749 -0.042824 0.300 -0.478 -0.651
H -0.149481 6.441297 -5.303790 -0.402 -0.078 -0.283
N 2.353071 -0.129171 -3.730510 -0.661 0.743 -0.136
H 1.129595 4.108157 -3.736290 0.289 -0.041 -0.091
N -3.699603 -5.679005 -1.776981 0.359 0.202 -0.945
H 0.509927 3.119988 -0.159417 -0.380 0.103 -0.383
H -1.627553 2.401332 -6.531027 0.529 -0.152 0.176
H 0.339041 5.093510 -1.985886 0.073 0.544 -0.242
H -1.181040 -1.327556 -2.835263 0.155 -0.051 -0.284
H -0.401960 -1.669650 3.028740 0.379 -0.167 0.235
H -1.533499 1.288789 -2.609450 -0.331 0.247 0.445
C 1.584863 0.082207 5.006397 0.277 -0.913 -0.770
H -0.276766 1.464392 2.080550 0.609 0.635 -0.371
H -1.583120 -4.459919 4.924854 -0.573 -0.129 0.261
H 5.813040 2.695280 -0.183664 0.419 0.389 0.085
C 1.657359 -1.921869 6.287819 0.058 0.449 0.640
C 0.839304 2.161297 -0.577192 -0.021 0.071 1.375
C -2.268661 -3.634601 -2.113466 -0.399 -0.305 0.341
H 2.038792 -6.499529 -1.482376 -0.166 0.216 0.009
H -3.892113 5.373010 0.008894 0.268 -0.031 -0.186
H 7.928328 -1.310960 0.618602 -0.100 0.034 -0.132
C 0.024635 0.694682 1.364247 -1.067 -0.332 0.018
O 1.313041 0.212680 1.697719 -0.031 0.118 0.173
H 6.953558 -0.245216 1.573817 0.305 0.099 -0.031
H 3.983372 -3.602869 -0.462162 -0.353 0.149 0.491
C 6.046281 -1.971446 1.068661 -0.501 -0.669 0.077
H -5.292335 1.478434 -0.748703 -0.315 0.691 -0.607
H -1.166138 -5.993431 4.769253 0.209 -0.148 -0.441
H 3.820146 2.194376 -5.958417 -0.050 0.156 -0.066
C 2.486260 3.471645 -5.035431 -0.817 -1.395 -0.077
O -1.357271 -2.821592 -1.415175 0.337 0.095 0.075
H -0.324474 -5.748135 1.253056 0.488 -0.166 0.579
N -2.022565 1.715945 -3.381519 0.485 -0.622 -0.106
H 0.843494 -3.259064 1.804965 -0.192 -0.671 0.488
C -1.102508 -4.788802 3.041688 -0.329 -0.550 0.405
H -3.199384 -3.081038 -2.302572 0.029 0.155 -0.170
H -1.989085 -6.021654 1.544621 -0.112 -0.009 0.422
H 4.799192 -0.884684 -1.908087 -0.102 -0.331 0.345
H 0.061323 0.185169 -0.708582 -0.040 0.021 0.073
H -2.991014 2.385599 -5.503214 0.009 0.067 -0.167
H -0.181201 7.184344 -3.832366 -0.415 -0.298 0.902
H -0.763204 1.808076 4.446821 0.156 0.209 -0.209
H -0.103265 -4.345145 3.188410 -1.358 -0.614 0.003
H -3.724859 -2.399438 0.229063 0.443 -0.220 -0.217
C -0.070314 2.016048 5.261796 0.519 -0.960 1.339
H -0.845691 -6.055503 -1.546796 -0.272 -0.283 -0.160
H -5.193926 -0.603596 2.725793 -0.279 -0.215 -0.041
N 5.014803 -1.677546 1.898292 0.526 0.161 -0.187
N 3.505407 2.558679 -5.080271 0.403 0.398 -0.003
H 1.491258 -4.454711 0.168157 -0.033 0.072 -0.270
C -2.249163 4.839458 1.876912 0.188 0.444 -0.731
O 3.559231 1.247742 -2.419771 0.531 0.021 -0.127
H 0.988991 -0.405970 4.221034 -0.176 0.377 -0.033
N -3.275883 -1.511086 0.350153 -0.973 0.176 0.480
N 4.363413 0.866028 0.268958 -0.328 -0.179 -0.464
C 3.098031 -4.929063 1.473720 -1.024 1.095 -0.783
H -2.314522 7.802828 -5.066669 0.896 0.164 0.132
H 1.787774 -2.127389 7.350040 -0.071 -0.320 -0.039
C 2.235162 -6.390422 -0.417751 0.320 -0.357 0.686
H 3.516099 -1.948837 -2.392919 -0.014 -0.170 -0.170
H 1.560645 -0.903019 -0.056368 0.373 0.619 -0.087
N -5.106837 2.187079 -0.046749 0.726 -0.493 1.211
H -3.395908 5.620704 -3.263263 0.078 -0.165 -0.418
C 4.844706 1.661626 1.254429 0.284 1.080 0.570
H -4.014600 3.453526 -1.340540 0.393 -0.088 0.102
H 0.966714 -1.807611 1.179450 0.190 0.714 0.537
H 4.185884 -4.883195 1.424614 0.017 -0.989 -0.117
C -3.191156 6.655738 -3.561489 1.154 -0.575 0.914
N -1.689727 -5.258840 4.304492 0.226 0.589 0.478
N 3.318813 -4.248101 -0.887011 0.194 -0.324 -0.715
O -2.943988 3.888863 1.087249 -0.127 -0.570 0.493
H 2.079891 -1.016520 -4.108628 0.327 -0.209 0.211
```
Forces are in eV/Å.